(1)
{"formula": "C38H39N4O4OsP2S", "method": "the ωB97M-V functional and the def2-TZVPD basis", "gap_ev": [8.03, 6.15], "charge": 3, "e_homo_ev": [-16.376, -16.911], "total_energy_ha": -3161.97546, "fmax_ev_per_a": 0.23, "e_lumo_ha": [-0.3067, -0.3953], "multiplicity": 5, "species": ["Os", "C", "P", "C", "C", "C", "C", "C", "C", "C", "C", "C", "C", "C", "C", "C", "C", "C", "C", "C", "P", "C", "C", "C", "C", "C", "C", "C", "C", "C", "C", "C", "C", "N", "H", "H", "H", "H", "H", "H", "H", "H", "H", "H", "H", "H", "H", "H", "H", "H", "H", "H", "H", "H", "H", "H", "H", "H", "H", "H", "C", "C", "S", "O", "O", "C", "C", "N", "C", "N", "C", "C", "N", "O", "O", "C", "H", "H", "H", "H", "H", "H", "H", "H", "H", "H", "H", "H", "H"], "xyz": [[-0.57, 1.20, 0.81], [-2.85, -0.02, 2.93], [-1.52, -0.73, 1.89], [-2.23, -1.58, 0.49], [-1.32, -2.15, -0.42], [-1.80, -2.73, -1.59], [-3.17, -2.74, -1.85], [-4.06, -2.17, -0.95], [-3.60, -1.58, 0.21], [-0.49, -1.78, 2.89], [-0.53, -3.17, 2.73], [0.21, -3.97, 3.59], [0.98, -3.39, 4.59], [1.02, -2.01, 4.75], [0.28, -1.20, 3.90], [-3.18, 1.33, 2.43], [-4.32, 2.16, 2.64], [-4.10, 3.32, 1.96], [-2.83, 3.21, 1.33], [-2.06, 4.15, 0.49], [-0.98, 3.12, -0.60], [-1.99, 2.64, -2.00], [-2.33, 3.61, -2.96], [-3.13, 3.26, -4.03], [-3.59, 1.95, -4.16], [-3.26, 0.99, -3.21], [-2.46, 1.34, -2.13], [0.43, 4.07, -1.12], [1.07, 4.96, -0.25], [2.20, 5.64, -0.67], [2.71, 5.41, -1.94], [2.10, 4.51, -2.80], [0.96, 3.83, -2.40], [-2.28, 1.98, 1.62], [-2.44, 0.06, 3.95], [-3.72, -0.67, 3.01], [-0.26, -2.17, -0.21], [-1.11, -3.18, -2.28], [-3.54, -3.20, -2.76], [-5.12, -2.19, -1.16], [-4.31, -1.15, 0.90], [-1.13, -3.62, 1.95], [0.17, -5.04, 3.48], [1.55, -4.02, 5.26], [1.61, -1.57, 5.54], [0.30, -0.12, 4.04], [-5.17, 1.90, 3.24], [-4.74, 4.19, 1.90], [-1.43, 4.76, 1.14], [-2.70, 4.82, -0.08], [-1.96, 4.62, -2.87], [-3.39, 4.00, -4.77], [-4.21, 1.69, -5.00], [-3.62, -0.02, -3.31], [-2.22, 0.57, -1.40], [0.68, 5.15, 0.74], [2.68, 6.35, -0.01], [3.59, 5.95, -2.27], [2.49, 4.35, -3.80], [0.47, 3.15, -3.08], [2.14, -5.79, 0.14], [3.34, -4.88, 0.36], [2.93, -3.22, -0.12], [1.88, -2.71, 0.75], [2.71, -3.16, -1.54], [4.39, -2.25, 0.25], [4.40, -0.95, -0.55], [3.06, -0.33, -0.70], [2.32, 0.16, 0.30], [1.10, 0.49, -0.16], [1.07, 0.19, -1.51], [2.27, -0.33, -1.84], [2.65, -0.75, -3.17], [1.72, -0.90, -3.93], [3.82, -0.87, -3.42], [2.75, 0.28, 1.71], [2.41, -6.80, 0.44], [1.85, -5.81, -0.91], [1.29, -5.47, 0.75], [4.19, -5.17, -0.26], [3.65, -4.84, 1.40], [5.27, -2.83, -0.02], [4.40, -2.10, 1.33], [4.76, -1.12, -1.56], [5.05, -0.21, -0.08], [0.21, 0.35, -2.15], [3.81, 0.56, 1.77], [2.59, -0.67, 2.22], [2.18, 1.06, 2.21]], "mulliken_charge": [0.838, -1.234, 0.520, 0.277, -0.016, -0.914, -0.826, -0.844, -0.780, 1.355, -0.394, -0.642, -0.675, -0.820, -0.824, 0.603, -1.176, -0.947, 0.342, -0.632, 0.302, 0.291, -0.223, -0.874, -0.725, -0.685, 0.651, 1.135, -0.639, -0.879, -0.542, -0.841, -0.585, 0.223, 0.648, 0.649, 0.528, 0.631, 0.487, 0.488, 0.399, 0.450, 0.498, 0.467, 0.480, 0.444, 0.553, 0.561, 0.482, 0.576, 0.519, 0.465, 0.446, 0.464, -0.141, 0.256, 0.474, 0.459, 0.474, 0.444, -1.081, -0.536, 1.136, -0.322, -0.792, -0.929, -1.040, 0.219, 1.002, 0.390, -0.465, -0.289, 1.302, -0.620, -0.655, -1.909, 0.419, 0.358, 0.166, 0.490, 0.361, 0.661, 0.452, 0.430, 0.463, 0.667, 0.530, 0.127, 0.444]}



(2)
{"formula": "C5H12O2", "method": "the ωB97M-V functional and the def2-TZVPD basis", "gap_ev": 10.87, "e_homo_ev": -10.026, "smiles": "CC[C@@H](O)[C@@H](C)O", "total_energy_ha": -348.18388, "fmax_ev_per_a": 0.33, "e_lumo_ha": 0.0310, "multiplicity": 1, "species": ["C", "C", "C", "O", "C", "C", "O", "H", "H", "H", "H", "H", "H", "H", "H", "H", "H", "H", "H"], "xyz": [[2.31, 0.19, 1.37], [0.88, 0.65, 1.07], [0.31, -0.05, -0.16], [0.39, -1.45, -0.04], [-1.16, 0.31, -0.46], [-1.55, -0.14, -1.86], [-1.93, -0.38, 0.53], [2.33, -0.89, 1.49], [2.99, 0.44, 0.54], [2.71, 0.66, 2.28], [0.23, 0.45, 1.94], [0.86, 1.74, 0.91], [0.92, 0.22, -1.03], [-0.41, -1.67, 0.48], [-1.32, 1.39, -0.34], [-1.25, -1.18, -2.00], [-2.63, -0.05, -2.01], [-1.06, 0.47, -2.62], [-2.70, -0.76, 0.11]], "nbo_charge": [-0.608, -0.420, 0.082, -0.728, 0.078, -0.644, -0.739, 0.222, 0.199, 0.207, 0.207, 0.198, 0.171, 0.478, 0.168, 0.227, 0.203, 0.223, 0.477]}



(3)
{"formula": "C2H36O20P", "method": "the ωB97M-V functional and the def2-TZVPD basis", "gap_ev": 1.78, "charge": -3, "e_homo_ev": 3.616, "total_energy_ha": -1943.81444, "fmax_ev_per_a": 1.81, "e_lumo_ha": 0.1982, "multiplicity": 1, "species": ["P", "O", "O", "O", "O", "C", "C", "O", "H", "H", "H", "H", "H", "H", "O", "H", "H", "O", "H", "H", "O", "H", "H", "O", "H", "H", "O", "H", "H", "O", "H", "H", "O", "H", "H", "O", "H", "H", "O", "H", "H", "O", "H", "H", "O", "H", "H", "O", "H", "H", "O", "H", "H", "O", "H", "H", "O", "H", "H"], "xyz": [[0.25, -0.62, 0.76], [-0.25, -0.37, 2.23], [1.74, -0.17, 0.58], [-0.60, 0.21, -0.27], [0.04, -2.14, 0.43], [-1.75, 6.50, -4.73], [-3.05, 5.85, -4.25], [-2.87, 5.50, -2.86], [-1.19, 7.06, -3.99], [-1.87, 7.34, -5.41], [-1.01, 5.90, -5.26], [-3.31, 5.00, -4.88], [-3.92, 6.50, -4.34], [-2.38, 4.67, -2.83], [4.09, -2.40, -3.34], [4.93, -2.01, -3.09], [3.53, -2.28, -2.58], [-0.86, -8.06, -0.27], [-1.41, -8.19, 0.51], [-0.63, -7.14, -0.25], [4.10, -2.53, 4.51], [3.17, -2.63, 4.69], [4.17, -1.67, 4.09], [3.90, -5.39, 0.40], [3.04, -5.01, 0.21], [4.36, -4.71, 0.89], [0.43, 0.69, -5.27], [-0.02, 0.72, -4.43], [1.23, 0.19, -5.10], [6.98, -0.15, -0.36], [6.05, 0.06, -0.23], [7.44, 0.40, 0.26], [2.87, 3.48, -2.56], [2.08, 3.48, -3.09], [2.72, 2.78, -1.91], [-4.36, -3.88, 1.80], [-3.47, -3.64, 1.52], [-4.63, -3.16, 2.37], [-5.12, -0.70, -2.11], [-5.55, -0.84, -1.27], [-4.26, -0.36, -1.88], [-0.43, -4.57, 4.67], [-0.33, -4.45, 3.73], [-0.49, -3.69, 5.03], [3.50, 3.12, 3.36], [3.50, 2.44, 2.70], [2.78, 3.70, 3.11], [-4.93, 0.82, 3.56], [-4.01, 0.56, 3.45], [-5.07, 1.51, 2.92], [-1.70, -4.35, -3.98], [-1.26, -3.99, -3.21], [-2.16, -3.60, -4.36], [-0.32, 0.35, 7.85], [-0.31, 0.46, 6.90], [0.21, 1.08, 8.18], [-1.10, 4.35, 2.74], [-1.59, 4.55, 1.94], [-0.90, 3.42, 2.68]], "nbo_charge": [2.476, -1.347, -1.333, -1.315, -1.336, -0.681, -0.095, -0.731, 0.224, 0.192, 0.213, 0.169, 0.165, 0.478, -0.962, 0.460, 0.499, -0.951, 0.463, 0.487, -0.966, 0.482, 0.480, -0.968, 0.492, 0.473, -0.977, 0.489, 0.475, -0.955, 0.491, 0.457, -0.973, 0.462, 0.500, -0.970, 0.501, 0.466, -0.964, 0.465, 0.498, -0.975, 0.495, 0.476, -0.972, 0.495, 0.472, -0.966, 0.498, 0.464, -0.962, 0.495, 0.464, -0.951, 0.491, 0.458, -0.977, 0.463, 0.504]}



(4)
{"formula": "C3H6NO2", "method": "the ωB97M-V functional and the def2-TZVPD basis", "gap_ev": 7.64, "charge": -1, "e_homo_ev": -3.655, "smiles": "NCCC(=O)[O-]", "total_energy_ha": -323.15888, "fmax_ev_per_a": 4.21, "e_lumo_ha": 0.1463, "multiplicity": 1, "species": ["C", "C", "C", "O", "O", "N", "H", "H", "H", "H", "H", "H"], "xyz": [[-0.36, -0.59, -0.68], [0.29, 0.41, 0.47], [1.75, 1.02, 0.44], [2.66, 0.23, -0.02], [2.00, 2.24, 0.82], [-1.83, -0.77, -0.30], [0.32, -1.48, -0.88], [-0.46, -0.04, -1.53], [0.01, 0.26, 1.54], [-0.32, 1.37, 0.42], [-1.91, -1.07, 0.62], [-2.15, -1.57, -0.89]], "nbo_charge": [-0.211, -0.545, 0.750, -0.804, -0.792, -0.834, 0.180, 0.177, 0.200, 0.208, 0.339, 0.333]}